[1]
Here is C21H39HfNP2 as an isolated structure at a distorted geometry from the Open Molecules 2025 dataset. Energies are from ωB97M-V with the def2-TZVPD basis set.

Positions of all 64 atoms, in Å:
Hf (1.86, -0.37, 0.47)
P (2.17, 0.94, -1.47)
P (0.95, -1.92, -1.15)
N (0.87, 0.11, 2.32)
C (3.61, 2.00, -1.64)
C (-1.95, 0.03, 0.12)
C (3.00, -1.98, 1.33)
C (-0.75, -1.67, 3.08)
C (-0.23, 0.57, 4.24)
C (2.15, -0.16, -2.98)
C (1.48, 1.22, 2.91)
C (0.69, 2.00, -1.71)
C (0.97, -1.11, -2.87)
C (0.77, 1.56, 4.06)
C (-2.33, 2.51, 0.24)
C (-3.08, -0.98, 0.07)
C (2.78, 1.68, 2.40)
C (-0.12, -0.34, 3.18)
C (-4.68, 0.61, -0.95)
C (-2.99, 2.63, -0.93)
C (2.29, -3.15, -1.50)
C (-2.25, 1.25, 1.03)
C (-0.49, -3.01, -1.36)
C (-3.72, 1.58, -1.70)
C (-4.20, -0.77, -0.62)
H (-2.80, 3.54, -1.50)
H (3.29, -2.74, -1.37)
H (-0.23, 1.42, -1.86)
H (-1.78, -1.64, 3.46)
H (-0.91, 0.48, 5.06)
H (2.80, 2.77, 2.34)
H (0.81, 2.68, -2.55)
H (-5.03, 1.08, -0.04)
H (-3.00, 1.00, -2.29)
H (2.10, 0.50, -3.86)
H (3.08, 1.31, 1.38)
H (2.17, -3.98, -0.80)
H (-1.65, 0.41, -0.87)
H (4.54, 1.42, -1.59)
H (3.62, 2.68, -0.79)
H (-3.16, 1.02, 1.62)
H (-0.37, -3.54, -2.31)
H (0.52, 2.58, -0.81)
H (-1.42, -2.42, -1.37)
H (-4.85, -1.58, -0.93)
H (1.01, -1.96, -3.56)
H (-0.77, -2.06, 2.06)
H (3.58, 2.56, -2.58)
H (-4.34, 2.06, -2.47)
H (2.99, -3.03, 0.98)
H (-0.18, -2.41, 3.66)
H (-2.88, -1.92, 0.56)
H (0.00, -0.59, -2.96)
H (3.11, -0.70, -3.00)
H (-1.44, 1.38, 1.77)
H (-1.03, -0.44, 0.49)
H (1.04, 2.41, 4.68)
H (2.60, -1.95, 2.36)
H (3.58, 1.38, 3.08)
H (-1.91, 3.39, 0.72)
H (-5.58, 0.50, -1.57)
H (-0.51, -3.72, -0.53)
H (4.01, -1.57, 1.35)
H (2.22, -3.55, -2.52)

Results
Gap between HOMO and LUMO   0.172 hartree
Strongest force on any atom   9.4 eV/A
Charge   +2
E   -43765.403 eV
LUMO level   -0.313 Ha
Relative energy (zero: lowest compared OMol25 entry of this formula, charge and spin)   0.0 kcal/mol
HOMO level   -13.20 eV

[2]
Here is C21H39Si as an isolated structure at a distorted geometry from the Open Molecules 2025 dataset. Energies are from ωB97M-V with the def2-TZVPD basis set.

Positions of all 61 atoms, in Å:
Si (-2.28, 4.11, 7.07)
C (-3.99, 8.45, 4.72)
C (-3.52, 4.71, 5.81)
C (-2.80, 4.57, 8.78)
C (1.49, -0.08, 5.73)
C (-3.53, 6.97, 4.58)
C (-5.90, 4.28, 11.22)
C (-1.76, 1.30, 7.23)
C (2.02, 1.15, 7.70)
C (-2.72, 0.69, 6.18)
C (-0.33, 0.96, 6.98)
C (2.43, 0.29, 6.70)
C (1.57, 5.86, 7.44)
C (0.40, 4.93, 7.76)
C (-2.25, 1.32, 8.67)
C (0.68, 1.49, 7.87)
C (-4.22, 4.13, 9.27)
C (0.15, 0.25, 5.85)
C (2.78, 5.76, 8.35)
C (-3.76, 6.25, 5.94)
C (-0.73, 5.06, 6.69)
C (-4.58, 4.77, 10.61)
H (-2.27, 0.34, 9.18)
H (-3.11, 6.76, 6.70)
H (-0.36, 4.68, 5.73)
H (-4.15, 6.44, 3.82)
H (-0.01, 5.13, 8.76)
H (-2.45, 6.92, 4.30)
H (0.36, 2.05, 8.74)
H (-2.68, 5.66, 8.85)
H (-6.04, 4.78, 12.21)
H (-4.81, 6.45, 6.28)
H (-2.01, 2.51, 6.78)
H (1.89, 5.62, 6.40)
H (-5.07, 8.44, 4.99)
H (-2.72, -0.40, 6.13)
H (-2.04, 4.16, 9.50)
H (-1.00, 6.10, 6.52)
H (-3.81, 8.93, 3.74)
H (-2.43, 1.10, 5.20)
H (1.17, 6.89, 7.43)
H (1.83, -0.68, 4.83)
H (3.19, 4.74, 8.41)
H (-3.76, 4.55, 11.33)
H (-6.76, 4.56, 10.58)
H (-0.56, -0.11, 5.13)
H (0.78, 3.88, 7.77)
H (-4.60, 5.87, 10.45)
H (-4.26, 3.02, 9.41)
H (-3.40, 9.01, 5.50)
H (3.50, 0.12, 6.54)
H (-5.90, 3.19, 11.37)
H (-1.60, 2.00, 9.27)
H (-4.97, 4.37, 8.50)
H (2.76, 1.55, 8.47)
H (2.55, 6.12, 9.37)
H (-3.17, 4.39, 4.80)
H (-4.47, 4.18, 6.00)
H (-3.74, 1.03, 6.49)
H (-3.27, 1.69, 8.62)
H (3.58, 6.42, 7.94)

Results
Gap between HOMO and LUMO   0.293 hartree
Strongest force on any atom   2.8 eV/A
Charge   +1
E   -30280.129 eV
LUMO level   -0.168 Ha
Relative energy (zero: lowest compared OMol25 entry of this formula, charge and spin)   0.0 kcal/mol
HOMO level   -12.56 eV